Entry 1:
Density functional theory data (ωB97M-V/def2-TZVPD) for a 6-piece molecular cluster, C57H79F5N2O5 overall in a non-equilibrium geometry.

The value obtained for the maximum force is 5.35 eV Å⁻¹. The LUMO energy is 0.4 eV. The gap between HOMO and LUMO is 9.10 eV. Its HOMO energy is -8.70 eV. As for the multiplicity: 1.

Geometry (Å):
C  -0.21057  1.49943  5.82067
C  -1.52939  1.25268  4.92561
N  -1.48791  0.02739  4.09759
C  -0.46982  0.07443  3.03166
C  -1.09464  0.84840  1.74504
N  -0.28482  1.99157  1.34722
C  0.12718  2.12163  -0.04340
C  -0.89557  3.07924  -0.85985
C  -2.42761  2.80474  -0.57231
C  -3.06949  1.61119  -1.42119
C  -4.57199  1.25233  -0.95335
C  -4.64197  0.84713  0.58893
O  -5.82503  0.06880  0.86263
C  -5.42696  -1.13089  1.59122
C  0.51819  0.79689  -0.82553
O  1.29035  0.99480  -2.01951
C  0.48961  1.02676  -3.20898
C  0.55889  -0.28570  -4.10289
C  1.81800  -1.21926  -3.83837
C  1.84019  -2.30343  -5.03299
C  2.55977  -1.79301  -6.35530
C  3.95181  -1.05783  -6.13945
C  5.14740  -2.04950  -5.69474
C  5.30528  -2.20447  -4.11955
C  4.63912  -3.50187  -3.48680
O  4.41663  -4.57945  -4.41138
C  3.53505  -5.57042  -3.87769
C  1.48674  3.00477  -0.01182
C  2.67986  2.04693  0.70398
C  4.22511  2.60216  0.44412
O  3.56145  1.31844  -0.24204
C  -1.48300  -1.19131  4.85429
C  -2.06874  -1.16383  6.34728
O  -1.10774  -2.30326  4.44820
H  0.39835  0.54067  5.82462
H  0.42079  2.34402  5.42058
H  -0.57444  1.74258  6.86874
H  -2.48500  1.36452  5.53262
H  -1.55752  2.12865  4.18988
H  -0.13519  -0.92908  2.64541
H  0.47203  0.63954  3.32750
H  -2.09636  1.25310  2.13519
H  -1.36671  0.08828  0.96223
H  0.36525  2.34778  2.04087
H  -0.65765  3.13125  -1.96317
H  -0.67482  4.12586  -0.45015
H  -2.98820  3.73821  -0.90721
H  -2.68691  2.70742  0.53394
H  -3.08404  1.91575  -2.51892
H  -2.49721  0.63833  -1.35787
H  -4.82771  0.29908  -1.53359
H  -5.32798  2.03106  -1.25865
H  -3.68031  0.31392  0.89931
H  -4.62289  1.83365  1.16895
H  -4.55549  -1.63584  1.05764
H  -6.31341  -1.84088  1.51110
H  -5.17006  -0.85747  2.65710
H  -0.42719  0.23281  -1.14431
H  1.08729  0.04643  -0.17632
H  -0.61548  1.24846  -3.01804
H  0.85177  1.90581  -3.84505
H  0.64779  0.06367  -5.18986
H  -0.38177  -0.91731  -4.07077
H  1.59358  -1.81553  -2.89583
H  2.79504  -0.67514  -3.71487
H  2.19214  -3.32439  -4.68631
H  0.73825  -2.44931  -5.30941
H  2.72881  -2.70215  -7.02694
H  1.87668  -1.09278  -6.94736
H  4.27061  -0.67225  -7.16856
H  3.87813  -0.14627  -5.47806
H  5.09412  -3.01757  -6.26957
H  6.09620  -1.52306  -6.05802
H  6.41718  -2.21405  -3.88384
H  4.88488  -1.29891  -3.57213
H  3.65663  -3.18834  -3.01918
H  5.32227  -3.89082  -2.67101
H  3.98491  -6.19671  -3.04782
H  2.56094  -5.11046  -3.49472
H  3.22375  -6.25447  -4.73554
H  1.87829  3.23680  -1.03990
H  1.37764  3.90896  0.65682
H  2.44819  1.57499  1.75441
H  5.06055  1.93633  0.83189
H  4.46425  3.01240  -0.58776
H  -2.39534  -2.20533  6.67201
H  -1.33626  -0.73123  7.09003
H  -3.02158  -0.53486  6.39335
F  -4.35365  4.79195  0.29546
C  -4.91732  6.01203  0.25338
C  -4.11120  7.12740  0.09816
C  -4.69460  8.38829  0.04957
C  -6.07523  8.51954  0.16736
C  -6.87346  7.39164  0.32781
C  -6.29248  6.12936  0.36565
H  -3.03763  7.00589  0.01637
H  -4.07426  9.26767  -0.07924
H  -6.52879  9.50399  0.13367
H  -7.94816  7.49547  0.42347
H  -6.89918  5.23924  0.48117
F  -2.29532  -7.99431  2.45482
C  -2.20100  -7.35295  3.63224
C  -2.13680  -5.96935  3.64933
C  -2.04426  -5.30550  4.86738
C  -2.00635  -6.03461  6.05312
C  -2.06661  -7.42428  6.02249
C  -2.17013  -8.08815  4.80550
H  -2.15932  -5.42009  2.71574
H  -2.00078  -4.22216  4.89279
H  -1.92965  -5.51655  7.00310
H  -2.03286  -7.99060  6.94640
H  -2.22696  -9.16914  4.76281
F  -12.72837  -0.23807  -0.02313
C  -11.53314  -0.84923  -0.07712
C  -11.46365  -2.17016  -0.48766
C  -10.22616  -2.80074  -0.54824
C  -9.07467  -2.10667  -0.18760
C  -9.15787  -0.78153  0.22798
C  -10.39379  -0.14665  0.27844
H  -12.37163  -2.69638  -0.75657
H  -10.15902  -3.83196  -0.87545
H  -8.11021  -2.60120  -0.23130
H  -8.26002  -0.24342  0.51248
H  -10.47706  0.88720  0.59104
F  3.97571  7.94887  1.86432
C  5.18867  7.37491  1.80271
C  5.29711  6.05896  1.38507
C  6.55261  5.46651  1.31644
C  7.68382  6.19329  1.67643
C  7.56137  7.51298  2.09913
C  6.30727  8.11008  2.15772
H  4.40447  5.50614  1.11655
H  6.64952  4.43945  0.98350
H  8.66252  5.72877  1.62672
H  8.44261  8.07671  2.38307
H  6.19386  9.13927  2.47608
F  8.77877  -7.42770  -0.32397
C  8.94085  -6.40129  -1.17447
C  9.92428  -5.45911  -0.92257
C  10.09505  -4.39936  -1.80593
C  9.27399  -4.28841  -2.92443
C  8.28649  -5.23863  -3.16392
C  8.12186  -6.30479  -2.28707
H  10.54820  -5.55776  -0.04246
H  10.86652  -3.66032  -1.62278
H  9.40531  -3.45870  -3.61054
H  7.64465  -5.14862  -4.03353
H  7.36395  -7.05879  -2.46220

Löwdin population analysis, charges in e, atoms 1 to 4: C -0.09; C -0.22; N -0.09; C -0.13

***

Entry 2:
Density functional theory data (ωB97M-V/def2-TZVPD) for a 3-piece molecular cluster, C5H8N2O2 overall in a non-equilibrium geometry.

The value obtained for the maximum force is 4.77 eV Å⁻¹. The LUMO energy (spin up / spin down) is 0.6 / -0.4 eV. The gap between HOMO and LUMO (spin up / spin down) is 6.05 / 10.43 eV. The energy above the lowest of the compared OMol25 structures with the same formula, charge and spin comes out at 39.21 kcal/mol. Its HOMO energy (spin up / spin down) is -5.40 / -10.84 eV. As for the multiplicity: 3.

Geometry (Å):
C  0.22716  2.25413  -1.39155
C  -0.00949  -0.07556  3.60447
C  1.09711  -0.71015  -0.14821
C  -0.39278  -0.17670  -1.93812
C  -1.23443  -0.88880  0.21441
N  1.00690  2.37939  -0.55579
N  -0.26001  -0.58344  -0.65918
O  1.06050  -0.15074  3.18347
O  -1.05281  -0.03822  4.08255
H  1.79442  0.18736  -0.26938
H  0.93873  -1.12340  0.77589
H  1.58403  -1.34378  -0.84290
H  0.43348  -0.12879  -2.51655
H  -1.40320  -0.00401  -2.43771
H  -2.21354  -1.02821  -0.20866
H  -1.03121  -0.71522  1.22125
H  -0.54488  2.14614  -2.11399

Löwdin population analysis, charges in e, atoms 1 to 4: C -0.10; C -0.44; C -0.06; C -0.07

***

Q: Among the records above, which one has the highest multiplicity?
A: C5H8N2O2

***

Q: Which formula does entry 1 have?
A: C57H79F5N2O5